C3H5NS | ωB97M-V with the def2-TZVPD basis set

The multiplicity is 3. Its lowest unoccupied orbital energy (alpha / beta) is 0.02978 / -0.06973 hartree. The HOMO energy (alpha / beta) comes out at -6.8 / -9.9 eV. The HOMO-LUMO gap (alpha / beta) is 0.281 / 0.295 Ha.

Last column: natural (NBO) charge in e.
Cartesian coordinates (Å):
C (-0.65, -0.58, -0.26)  0.30
C (-1.27, 0.36, 2.76)  -0.74
C (1.16, -0.31, -2.10)  -0.44
N (0.18, -0.42, -1.12)  -0.54
S (-0.74, 1.77, 2.11)  0.31
H (-2.26, -0.04, 2.60)  0.23
H (-0.63, -0.16, 3.32)  0.21
H (1.60, -1.22, -2.48)  0.22
H (0.71, 0.13, -2.92)  0.22
H (1.90, 0.46, -1.90)  0.22

=====

C17H26N4O3 | ωB97M-V with the def2-TZVPD basis set

The SMILES is CN1CCCC[C@@H]1C(=O)N(CCC(=O)NCc1ncco1)C1CC1. Its lowest unoccupied orbital energy is 0.02880 hartree. The HOMO energy comes out at -8.7 eV. The HOMO-LUMO gap is 0.348 Ha.

Last column: natural (NBO) charge in e.
Cartesian coordinates (Å):
C (-2.07, -1.83, 2.29)  -0.41
N (-2.47, -1.81, 0.89)  -0.42
C (-3.91, -1.94, 0.78)  -0.21
C (-4.36, -2.02, -0.67)  -0.41
C (-3.88, -0.79, -1.44)  -0.40
C (-2.38, -0.63, -1.26)  -0.38
C (-2.00, -0.60, 0.22)  -0.15
C (-0.48, -0.51, 0.26)  0.71
O (0.22, -1.50, 0.14)  -0.64
N (0.10, 0.74, 0.30)  -0.45
C (1.52, 0.78, 0.00)  -0.20
C (1.79, 0.57, -1.49)  -0.50
C (3.27, 0.41, -1.73)  0.68
O (4.03, 1.36, -1.84)  -0.63
N (3.70, -0.88, -1.73)  -0.61
C (5.09, -1.24, -1.90)  -0.29
C (5.35, -1.95, -3.18)  0.48
N (5.83, -3.14, -3.34)  -0.46
C (5.86, -3.31, -4.72)  -0.12
C (5.41, -2.19, -5.31)  0.05
O (5.08, -1.30, -4.33)  -0.40
C (-0.61, 1.98, 0.44)  -0.06
C (-1.45, 2.24, 1.65)  -0.42
C (-0.14, 2.95, 1.49)  -0.42
H (-0.98, -1.80, 2.37)  0.22
H (-2.49, -0.98, 2.86)  0.15
H (-2.41, -2.75, 2.75)  0.21
H (-4.21, -2.84, 1.32)  0.20
H (-4.42, -1.09, 1.27)  0.15
H (-3.93, -2.92, -1.12)  0.21
H (-5.44, -2.11, -0.72)  0.21
H (-4.14, -0.87, -2.50)  0.21
H (-4.39, 0.10, -1.05)  0.19
H (-1.85, -1.47, -1.72)  0.22
H (-2.02, 0.29, -1.74)  0.21
H (-2.46, 0.28, 0.68)  0.18
H (1.91, 1.75, 0.32)  0.22
H (2.02, 0.01, 0.58)  0.22
H (1.25, -0.32, -1.81)  0.22
H (1.45, 1.43, -2.07)  0.23
H (3.02, -1.61, -1.60)  0.41
H (5.66, -0.31, -1.86)  0.26
H (5.43, -1.88, -1.09)  0.23
H (6.21, -4.22, -5.17)  0.22
H (5.27, -1.87, -6.33)  0.21
H (-0.96, 2.42, -0.49)  0.20
H (-2.37, 2.80, 1.52)  0.22
H (-1.49, 1.46, 2.40)  0.23
H (0.68, 2.62, 2.12)  0.22
H (-0.14, 4.00, 1.24)  0.22

=====

C2H4ClOP | ωB97M-V with the def2-TZVPD basis set

Its lowest unoccupied orbital energy (alpha / beta) is -0.04119 / -0.04260 hartree. The HOMO energy (alpha / beta) comes out at -7.8 / -7.8 eV. The HOMO-LUMO gap (alpha / beta) is 0.244 / 0.243 Ha.

Last column: natural (NBO) charge in e.
Cartesian coordinates (Å):
C (-0.67, 0.22, 1.94)  0.11
C (-0.49, 0.56, -0.55)  -0.27
O (-0.41, 0.93, 0.94)  -0.47
P (1.81, 4.15, 0.94)  0.27
Cl (2.63, 3.57, -0.72)  -0.27
H (-0.96, -0.84, 1.85)  0.06
H (0.28, -0.04, -0.90)  0.19
H (-0.25, 1.44, -0.99)  0.19
H (-1.43, 0.30, -0.75)  0.19

=====

C16H54F3O16V | ωB97M-V with the def2-TZVPD basis set

Its lowest unoccupied orbital energy is -0.11495 hartree. The HOMO energy comes out at -9.2 eV. The HOMO-LUMO gap is 0.223 Ha.

Last column: Mulliken charge in e.
Cartesian coordinates (Å):
O (3.92, -1.26, -1.20)  -0.58
V (3.97, 0.33, -1.25)  1.25
O (3.23, 0.87, -2.57)  -0.57
C (1.58, 0.13, 0.69)  0.79
O (1.39, -0.28, -0.65)  0.49
O (2.80, 0.80, 0.61)  -0.64
C (0.32, 0.86, 1.22)  0.36
F (-0.81, 0.20, 0.89)  0.10
F (0.33, 0.98, 2.55)  -0.22
F (0.23, 2.10, 0.71)  -0.07
C (0.68, -1.46, -0.97)  0.04
C (0.68, -1.59, -2.47)  -0.91
H (-0.06, -0.92, -2.91)  -0.05
H (1.66, -1.47, -2.93)  0.42
H (0.44, -2.62, -2.73)  0.15
H (-0.34, -1.51, -0.59)  -0.27
H (1.28, -2.31, -0.63)  0.24
H (1.71, -0.81, 1.23)  -0.20
C (4.21, -2.60, 2.23)  -0.49
O (2.98, -3.28, 2.27)  -0.48
H (4.54, -2.58, 3.27)  0.31
H (4.95, -3.19, 1.68)  0.26
H (4.20, -1.57, 1.87)  0.11
H (3.15, -4.14, 2.65)  0.27
C (-3.33, 1.95, -0.34)  -0.24
O (-3.67, 3.16, -1.04)  -0.65
H (-4.18, 1.50, 0.16)  0.27
H (-2.98, 1.20, -1.05)  0.17
H (-2.50, 2.16, 0.34)  0.12
H (-3.95, 3.90, -0.49)  0.32
C (-1.39, -1.36, -5.70)  -0.16
O (-1.23, -1.01, -7.05)  -0.54
H (-0.65, -2.08, -5.35)  0.07
H (-1.32, -0.48, -5.06)  0.08
H (-2.37, -1.80, -5.50)  0.25
H (-1.58, -1.74, -7.57)  0.31
C (-3.61, -1.34, 0.74)  -0.05
O (-4.78, -1.46, -0.08)  -0.64
H (-2.67, -1.29, 0.20)  -0.25
H (-3.79, -0.44, 1.32)  0.21
H (-3.66, -2.17, 1.45)  0.38
H (-5.58, -1.28, 0.42)  0.34
C (-0.88, 4.94, 1.16)  -0.05
O (-1.34, 6.25, 1.02)  -0.58
H (-1.43, 4.30, 0.47)  -0.07
H (0.17, 4.91, 0.86)  0.11
H (-0.94, 4.61, 2.20)  0.22
H (-0.75, 6.78, 1.57)  0.32
C (-2.40, 1.61, 3.51)  0.11
O (-3.64, 2.32, 3.58)  -0.59
H (-2.57, 0.72, 2.91)  -0.06
H (-1.60, 2.23, 3.11)  -0.15
H (-2.19, 1.37, 4.55)  0.36
H (-4.28, 1.90, 4.16)  0.31
C (2.25, -4.39, -4.13)  -0.31
O (3.16, -5.40, -4.51)  -0.56
H (1.98, -3.86, -5.05)  0.21
H (1.29, -4.72, -3.71)  0.26
H (2.66, -3.71, -3.39)  0.09
H (3.67, -5.68, -3.75)  0.31
C (-2.93, -3.28, -2.49)  -0.46
O (-3.62, -2.07, -2.45)  -0.46
H (-3.49, -4.07, -1.98)  0.35
H (-2.72, -3.74, -3.45)  0.28
H (-2.05, -3.15, -1.84)  0.01
H (-3.89, -1.87, -1.55)  0.31
C (-0.47, 2.37, -2.32)  -0.04
O (-1.56, 3.12, -2.85)  -0.65
H (-0.81, 1.42, -1.92)  -0.20
H (0.28, 2.24, -3.10)  0.31
H (0.01, 2.88, -1.49)  0.13
H (-2.30, 3.12, -2.24)  0.41
C (-0.07, -2.08, 3.69)  -0.02
O (0.02, -2.87, 2.47)  -0.48
H (-1.06, -1.63, 3.67)  0.13
H (0.14, -2.61, 4.62)  0.39
H (0.61, -1.24, 3.59)  -0.28
H (0.94, -3.13, 2.34)  0.32
C (2.94, 1.14, 4.26)  -0.20
O (3.96, 0.76, 3.33)  -0.61
H (2.40, 2.02, 3.91)  -0.05
H (2.20, 0.35, 4.41)  0.06
H (3.40, 1.34, 5.23)  0.42
H (3.56, 0.58, 2.47)  0.15
C (2.93, 4.26, 2.08)  -0.47
O (3.00, 3.77, 0.75)  -0.61
H (2.87, 5.34, 1.99)  0.30
H (2.05, 3.90, 2.61)  0.07
H (3.82, 4.00, 2.66)  0.28
H (2.90, 2.81, 0.72)  0.32

=====

C3H12N6O3Tl | ωB97M-V with the def2-TZVPD basis set

Its lowest unoccupied orbital energy is -0.57732 hartree. Its total charge is +3. The HOMO energy comes out at -17.1 eV. The HOMO-LUMO gap is 0.052 Ha.

Last column: natural (NBO) charge in e.
Cartesian coordinates (Å):
Tl (4.00, -3.00, 0.61)  1.00
C (1.13, 1.18, 6.11)  0.71
O (1.56, 0.33, 5.34)  -0.46
N (1.78, 2.22, 6.56)  -0.67
N (-0.04, 1.08, 6.64)  -0.66
H (1.25, 2.88, 7.10)  0.41
H (2.71, 2.49, 6.27)  0.44
H (-0.38, 1.76, 7.31)  0.43
H (-0.52, 0.26, 6.32)  0.44
C (-0.91, 2.33, -0.79)  0.72
O (-0.15, 1.37, -0.88)  -0.44
N (-1.40, 2.76, 0.33)  -0.70
N (-1.17, 3.14, -1.75)  -0.65
H (-2.02, 3.55, 0.44)  0.42
H (-1.16, 2.29, 1.19)  0.43
H (-0.81, 3.09, -2.69)  0.45
H (-1.71, 3.94, -1.46)  0.41
C (-0.13, -3.93, -5.35)  0.71
O (0.24, -3.99, -4.18)  -0.43
N (0.38, -3.11, -6.20)  -0.66
N (-0.99, -4.78, -5.89)  -0.64
H (-0.03, -3.14, -7.12)  0.43
H (1.12, -2.52, -5.85)  0.44
H (-1.46, -4.66, -6.77)  0.43
H (-1.30, -5.54, -5.29)  0.44

=====

C23H19N3O3 | ωB97M-V with the def2-TZVPD basis set

The SMILES is CCOc1ccc(/C=N/NC(=O)c2cc(-c3ccco3)nc3ccccc23)cc1. Its lowest unoccupied orbital energy is -0.00528 hartree. The HOMO energy comes out at -8.1 eV. The HOMO-LUMO gap is 0.292 Ha.

Last column: natural (NBO) charge in e.
Cartesian coordinates (Å):
C (-0.82, 0.25, 5.67)  -0.64
C (0.69, 0.43, 5.51)  -0.07
O (1.34, -0.75, 5.11)  -0.51
C (1.28, -1.17, 3.82)  0.40
C (1.89, -2.40, 3.55)  -0.29
C (1.91, -2.91, 2.28)  -0.16
C (1.32, -2.21, 1.22)  -0.14
C (0.71, -0.99, 1.49)  -0.16
C (0.68, -0.47, 2.77)  -0.32
H (0.21, 0.49, 2.93)  0.22
H (0.24, -0.45, 0.68)  0.23
C (1.37, -2.73, -0.13)  0.07
N (0.87, -2.06, -1.09)  -0.24
N (0.96, -2.51, -2.35)  -0.43
C (0.49, -1.81, -3.43)  0.65
O (0.59, -2.28, -4.55)  -0.59
C (-0.14, -0.49, -3.11)  -0.09
C (0.47, 0.37, -2.24)  -0.18
C (-0.17, 1.59, -1.92)  0.16
N (-1.31, 1.96, -2.45)  -0.39
C (-1.91, 1.15, -3.34)  0.14
C (-3.13, 1.58, -3.91)  -0.20
C (-3.79, 0.79, -4.80)  -0.20
C (-3.26, -0.46, -5.17)  -0.21
C (-2.08, -0.91, -4.63)  -0.20
C (-1.37, -0.12, -3.71)  -0.01
H (-1.67, -1.87, -4.93)  0.23
H (-3.79, -1.08, -5.88)  0.21
H (-4.72, 1.11, -5.24)  0.21
H (-3.51, 2.54, -3.61)  0.23
C (0.43, 2.48, -0.93)  0.23
C (1.50, 2.30, -0.08)  -0.28
C (1.60, 3.47, 0.69)  -0.32
C (0.58, 4.28, 0.26)  0.11
O (-0.12, 3.69, -0.71)  -0.37
H (0.28, 5.27, 0.56)  0.20
H (2.32, 3.69, 1.45)  0.23
H (2.13, 1.43, -0.01)  0.23
H (1.43, 0.14, -1.81)  0.23
H (1.40, -3.41, -2.55)  0.38
H (1.88, -3.69, -0.28)  0.16
H (2.39, -3.86, 2.09)  0.21
H (2.34, -2.93, 4.37)  0.22
H (1.14, 0.67, 6.48)  0.19
H (0.92, 1.25, 4.82)  0.17
H (-1.26, 1.17, 6.03)  0.22
H (-1.02, -0.55, 6.38)  0.22
H (-1.28, -0.02, 4.72)  0.21

=====

It is found that the energy above the lowest of the compared OMol25 structures with the same formula, charge and spin values, taken in the order of the records, are 26.4; 46.0; 150.0; 54.2; 44.9; 68.3 kcal/mol.